# 1
{
  "formula": "C4H5NO2",
  "method": "wB97M-V/def2-TZVPD",
  "spin_multiplicity": 1,
  "gap_ev": 8.90,
  "smiles": "NC1=C=C(O)CO1",
  "elements": ["N", "C", "C", "C", "O", "C", "O", "H", "H", "H", "H", "H"],
  "coordinates": [[2.05070, 1.09197, -0.02000], [0.81391, 0.52410, 0.01348], [-0.09569, 0.40897, 1.06484], [-1.13780, -0.17267, 0.37865], [-2.35021, -0.53410, 0.80772], [-0.73218, -0.67431, -0.94609], [0.46809, -0.00514, -1.20341], [2.69493, 0.72513, -0.70765], [2.45790, 1.25979, 0.88739], [-2.36010, -0.28125, 1.74328], [-0.52882, -1.58850, -0.28262], [-1.31396, -0.84000, -1.85751]],
  "nbo_charge": [-0.785, 0.532, -0.576, 0.341, -0.650, -0.166, -0.468, 0.395, 0.407, 0.500, 0.238, 0.232]
}

---

# 2
{
  "formula": "C4H5NO2",
  "method": "wB97M-V/def2-TZVPD",
  "spin_multiplicity": 1,
  "gap_ev": [8.00, 8.00],
  "elements": ["O", "C", "C", "C", "N", "C", "O", "H", "H", "H", "H", "H"],
  "coordinates": [[-0.76535, -1.07459, -2.47927], [-0.55503, -0.63251, -1.38292], [-0.60614, -0.98752, -0.01892], [0.56796, -0.73393, 0.86152], [0.02899, 0.54618, 1.27113], [0.22463, 1.56038, 0.44763], [0.76785, 1.47663, -0.70186], [-0.02607, 0.52087, -1.26331], [-1.56916, -1.07430, 0.47643], [1.51500, -0.69592, 0.31462], [0.62519, -1.42134, 1.70568], [-0.20787, 2.51603, 0.76928]],
  "nbo_charge": [-0.451, 0.346, -0.082, -0.298, -0.452, 0.429, -0.628, 0.295, 0.249, 0.220, 0.226, 0.146]
}

---

# 3
{
  "formula": "C4H5NO2",
  "method": "wB97M-V/def2-TZVPD",
  "spin_multiplicity": 1,
  "gap_ev": 10.26,
  "elements": ["O", "C", "C", "C", "N", "C", "O", "H", "H", "H", "H", "H"],
  "coordinates": [[-2.65420, 0.82546, -0.02200], [-1.77617, 0.00013, 0.01577], [-0.41886, 0.22280, -0.61182], [0.56394, 0.73391, 0.43992], [1.89755, 0.36529, -0.06611], [1.52681, -0.82431, -0.30060], [0.25431, -1.05796, -0.77329], [-1.87408, -0.95223, 0.57739], [-0.50367, 0.78950, -1.55062], [0.51490, 1.67100, 0.96833], [0.43741, -0.09115, 1.19533], [2.03207, -1.68244, 0.12769]],
  "nbo_charge": [-0.494, 0.426, -0.052, -0.257, -0.491, 0.422, -0.494, 0.120, 0.221, 0.236, 0.164, 0.198]
}

---

# 4
{
  "formula": "C4H5NO2",
  "method": "wB97M-V/def2-TZVPD",
  "spin_multiplicity": 1,
  "gap_ev": 10.20,
  "smiles": "O=C[C@H]1C=NCO1",
  "elements": ["O", "C", "C", "C", "N", "C", "O", "H", "H", "H", "H", "H"],
  "coordinates": [[-2.53327, 0.89292, 0.22949], [-1.73935, 0.00180, 0.05766], [-0.40810, 0.23708, -0.63682], [0.62977, 1.10698, 0.09655], [1.73828, 0.51002, 0.24017], [1.29213, -0.87896, 0.17251], [0.30378, -0.96888, -0.83323], [-1.94518, -1.04834, 0.35390], [-0.62539, 0.71764, -1.59790], [0.42070, 2.00616, 0.65983], [0.79326, -0.95286, 1.15004], [2.07338, -1.62357, 0.10779]],
  "nbo_charge": [-0.503, 0.415, -0.105, 0.111, -0.388, 0.054, -0.498, 0.127, 0.234, 0.212, 0.143, 0.198]
}

---

# 5
{
  "formula": "C4H5NO2",
  "method": "wB97M-V/def2-TZVPD",
  "spin_multiplicity": 1,
  "gap_ev": [8.54, 8.54],
  "elements": ["C", "O", "C", "N", "O", "C", "C", "H", "H", "H", "H", "H"],
  "coordinates": [[1.68105, 0.52973, -1.28375], [-0.44149, 0.66405, -1.41548], [-0.58817, 0.13875, -0.27268], [0.53586, -0.19708, 0.33357], [0.24471, -0.74913, 1.57677], [-1.09341, -0.73125, 1.68113], [-1.69114, -0.20346, 0.58759], [1.58113, 1.60312, -1.38009], [2.48087, 0.18612, -0.64428], [1.52038, -0.04402, -2.18719], [-1.48700, -1.13342, 2.60609], [-2.74279, -0.06340, 0.39830]],
  "nbo_charge": [-0.184, -0.619, 0.497, -0.229, -0.292, 0.165, -0.406, 0.210, 0.197, 0.210, 0.207, 0.242]
}

---

# 6
{
  "formula": "C4H5NO2",
  "method": "wB97M-V/def2-TZVPD",
  "spin_multiplicity": 1,
  "gap_ev": 10.23,
  "smiles": "CC1=NCC(=O)O1",
  "elements": ["C", "C", "N", "C", "C", "O", "O", "H", "H", "H", "H", "H"],
  "coordinates": [[-1.96551, 0.61035, 0.26599], [-0.58787, 0.13031, 0.22189], [0.12266, -0.65366, 0.84211], [1.45113, -0.83504, 0.39172], [1.50399, 0.07454, -1.00457], [2.43493, 0.06503, -1.74668], [0.35043, 0.68885, -1.05269], [-2.27106, 1.23844, -0.59175], [-2.66818, -0.22993, 0.25706], [-2.20903, 1.22375, 1.12825], [1.67285, -1.87847, 0.17716], [2.16566, -0.43417, 1.11152]],
  "nbo_charge": [-0.718, 0.598, -0.406, -0.368, 0.784, -0.577, -0.562, 0.265, 0.261, 0.260, 0.232, 0.232]
}

---

# 7
{
  "formula": "C4H5NO2",
  "method": "wB97M-V/def2-TZVPD",
  "spin_multiplicity": 1,
  "gap_ev": 9.26,
  "smiles": "Cc1coc(O)n1",
  "elements": ["C", "C", "C", "O", "C", "O", "N", "H", "H", "H", "H", "H"],
  "coordinates": [[0.59765, 1.64796, 0.90592], [0.15673, 0.43896, 0.11800], [0.24217, 0.27155, -1.24906], [0.07556, -1.11653, -1.45758], [-0.32944, -1.56752, -0.29901], [-0.98537, -2.71761, -0.40425], [-0.25100, -0.75351, 0.71464], [0.15940, 1.71696, 1.90798], [1.69079, 1.60239, 1.03110], [0.40290, 2.56652, 0.34169], [-0.45907, 0.73169, -1.92318], [-1.48914, -2.85944, 0.40534]],
  "nbo_charge": [-0.650, 0.173, -0.099, -0.426, 0.793, -0.642, -0.565, 0.230, 0.236, 0.228, 0.218, 0.504]
}

---

# 8
{
  "formula": "C4H5NO2",
  "method": "wB97M-V/def2-TZVPD",
  "spin_multiplicity": 1,
  "gap_ev": [4.93, 9.37],
  "elements": ["C", "C", "C", "C", "N", "O", "O", "H", "H", "H", "H", "H"],
  "coordinates": [[3.33080, 1.24757, -0.01167], [1.38813, -1.79641, -0.07877], [-1.14491, -1.18214, -0.04853], [-0.31056, 0.10329, 0.08640], [0.31242, -1.17680, -0.11448], [2.23966, 0.72599, 0.05620], [2.13734, -2.67006, 0.02918], [3.31007, 2.21201, -0.66624], [-1.47716, -1.68920, 0.89753], [-1.68083, -1.33046, -1.05433], [-0.36579, 0.74801, -0.75884], [-0.32042, 0.31967, 1.14408]],
  "nbo_charge": [0.285, 0.707, -0.281, -0.204, -0.467, -0.509, -0.516, 0.117, 0.215, 0.215, 0.222, 0.217]
}

---

Here are the calculated energy above the lowest of the compared OMol25 structures with the same formula, charge and spin numbers, same order: 3.287, 4.277, 3.225, 2.525, 5.110, 1.135, 1.751, 7.019 (eV).